DFT (ωB97M-V with the def2-TZVPD basis set) results for a molecular structure, C34H59BiN6O5P2SSe2 at a distorted geometry.

Last column: Löwdin charge in e.
Atoms and positions in Å:
Bi 0.0272 -0.6108 -0.4512  1.760
Se -2.4503 0.3418 1.3818  0.742
Se -1.9140 0.5191 3.6980  0.701
C -0.2750 -0.5050 3.7399  -0.663
C 0.1110 -1.0923 4.9448  -0.106
C 1.2879 -1.8190 4.9823  -0.064
C 2.0643 -1.9146 3.8371  -0.070
C 1.6108 -1.2897 2.6917  -0.175
N 0.4582 -0.6097 2.6318  -0.003
C -1.9198 2.1684 0.9859  -0.640
C -2.5402 3.2582 1.5845  -0.102
C -2.1702 4.5257 1.1721  -0.061
C -1.2040 4.6664 0.1854  -0.063
C -0.6404 3.5206 -0.3469  -0.130
N -0.9882 2.2952 0.0529  0.007
H -0.5172 -0.9784 5.8190  0.101
H 1.5934 -2.3115 5.8982  0.112
H 2.9983 -2.4630 3.8343  0.109
H 2.1869 -1.3128 1.7716  0.062
H -3.2928 3.1036 2.3444  0.098
H -2.6440 5.3984 1.6044  0.109
H -0.9069 5.6441 -0.1713  0.103
H 0.1188 3.5655 -1.1220  0.109
O -3.0229 0.4112 -1.1931  -0.441
S -2.4009 -0.7267 -1.8816  0.237
O -3.2100 -1.3256 -2.8974  -0.277
O -1.0351 -0.2619 -2.4112  -0.535
O -1.9466 -1.7205 -0.8032  -0.580
O 2.2438 0.9016 0.2442  -0.398
P 3.2435 1.5481 1.1348  0.549
N 4.4649 0.4936 1.5116  -0.175
C 5.7630 0.9438 2.0494  -0.196
C 6.8025 0.0740 1.3405  -0.162
C 6.0149 -1.2013 1.0189  -0.163
C 4.6710 -0.6400 0.5837  -0.213
N 3.9290 2.8876 0.4111  -0.194
C 3.8620 4.2512 0.9424  -0.202
C 4.7283 5.0574 -0.0387  -0.156
C 4.7589 4.2198 -1.3428  -0.158
C 3.8689 3.0066 -1.0513  -0.197
N 2.6949 2.1348 2.5790  -0.171
C 1.2837 2.5963 2.6357  -0.173
C 0.9940 2.7786 4.1379  -0.154
C 2.3352 2.5275 4.8436  -0.154
C 3.0698 1.5911 3.8925  -0.183
H 5.8011 0.7598 3.1262  0.099
H 5.9151 2.0123 1.8765  0.108
H 7.6734 -0.1057 1.9697  0.110
H 7.1335 0.5458 0.4122  0.113
H 5.8974 -1.8070 1.9218  0.115
H 6.4761 -1.8057 0.2386  0.111
H 3.8501 -1.3468 0.6611  0.068
H 4.7199 -0.3072 -0.4578  0.109
H 4.2292 4.2807 1.9649  0.108
H 2.8336 4.6367 0.9378  0.105
H 5.7338 5.1872 0.3596  0.101
H 4.3039 6.0472 -0.2022  0.102
H 5.7759 3.8984 -1.5651  0.102
H 4.3899 4.7826 -2.1990  0.104
H 4.2191 2.0914 -1.5271  0.111
H 2.8427 3.1897 -1.3915  0.108
H 0.6068 1.8664 2.1904  0.066
H 1.1758 3.5293 2.0764  0.100
H 0.2519 2.0498 4.4582  0.041
H 0.5990 3.7698 4.3553  0.110
H 2.2111 2.0892 5.8337  0.110
H 2.8962 3.4593 4.9391  0.109
H 2.7313 0.5569 4.0263  0.093
H 4.1482 1.6291 4.0281  0.095
C 2.3942 -3.0661 -4.0344  -0.090
C 2.8194 -3.6527 -2.6785  -0.587
C 3.8015 -2.6394 -2.0772  -0.112
C 3.5417 -4.9855 -2.8991  -0.079
P 1.2737 -3.7385 -1.5655  0.910
N 1.0520 -2.2989 -0.9618  -0.473
C 1.6202 -4.8793 -0.0750  -0.580
C 1.7300 -6.3754 -0.3840  -0.080
C 0.5238 -4.6466 0.9851  -0.090
C 2.9461 -4.4044 0.5387  -0.098
C -0.1356 -4.4812 -2.5704  -0.585
C -1.2595 -4.8534 -1.5895  -0.082
C -0.7006 -3.4139 -3.5194  -0.083
C 0.2518 -5.7283 -3.3737  -0.077
H 3.2909 -2.7803 -4.5903  0.086
H 1.7803 -2.1731 -3.8985  0.086
H 1.8501 -3.7814 -4.6470  0.059
H 4.5393 -2.3676 -2.8393  0.089
H 4.3410 -3.0378 -1.2193  0.055
H 3.2714 -1.7408 -1.7683  0.051
H 4.3353 -4.8353 -3.6380  0.091
H 2.8797 -5.7649 -3.2782  0.063
H 4.0137 -5.3471 -1.9848  0.061
H 0.7778 -6.7978 -0.7035  0.063
H 2.0297 -6.9009 0.5293  0.092
H 2.4784 -6.5864 -1.1485  0.061
H -0.3393 -5.2923 0.8377  0.066
H 0.1795 -3.6130 0.9780  0.051
H 0.9294 -4.8556 1.9794  0.081
H 3.8071 -4.6819 -0.0702  0.061
H 3.0743 -4.8682 1.5216  0.086
H 2.9349 -3.3238 0.6652  0.043
H -1.5204 -4.0112 -0.9475  0.064
H -1.0055 -5.7200 -0.9806  0.056
H -2.1512 -5.1088 -2.1679  0.096
H -0.7710 -2.4446 -3.0387  0.029
H -1.7158 -3.6929 -3.8116  0.095
H -0.1157 -3.3017 -4.4277  0.066
H 0.7139 -6.5017 -2.7593  0.058
H 0.9239 -5.4998 -4.2003  0.062
H -0.6627 -6.1470 -3.8045  0.095

* relative energy (zero: lowest compared OMol25 entry of this formula, charge and spin): 0.6436 eV